142
Properties=species:S:1:pos:R:3:forces:R:3:lowdin_spin:R:1 method="wB97M-V/def2-TZVPD" homo_ha="-0.397 / -0.397" charge=+1 mol_weight_g_mol=976.06 multiplicity=4
V -0.443191 0.212611 2.862315 -1.668 0.006 -0.652 2.8540
C 0.249817 2.809271 -0.271500 0.020 -0.449 -0.802 0.0012
F -0.082142 3.610853 0.731038 0.069 -0.036 0.032 0.0002
F -0.138745 3.338343 -1.422166 -0.013 0.068 0.225 0.0005
F 1.562396 2.636455 -0.302777 -0.038 0.019 0.282 0.0002
S -0.659398 1.162068 -0.123378 -1.114 1.459 1.478 0.0065
O -1.831460 1.457517 0.668099 0.476 -0.026 0.486 0.0175
O -0.931859 0.702840 -1.445520 0.884 -0.311 0.381 0.0054
N 0.378708 0.292436 0.950607 -0.860 0.487 -2.712 0.0116
S 1.070798 -0.757478 -0.103070 1.317 -1.329 -0.290 0.0032
O 0.229055 -1.879166 -0.399661 0.319 0.215 0.504 0.0031
O 1.727104 -0.073230 -1.176284 -0.137 0.111 0.319 -0.0026
C 2.479752 -1.450166 0.890804 -0.461 0.153 0.097 0.0003
F 3.094992 -2.338529 0.133679 -0.082 0.076 0.223 0.0001
F 3.344219 -0.513297 1.273835 -0.086 -0.076 -0.090 0.0002
F 1.982920 -2.041417 1.994329 0.124 0.054 0.007 0.0030
C -5.777644 2.638156 3.623025 0.448 0.237 0.479 0.0000
C -5.971057 1.848061 2.357097 -0.174 -0.137 -0.096 0.0000
O -4.729734 1.218091 2.018231 0.223 0.238 0.003 0.0003
H -6.610291 3.278768 3.908923 -0.258 -0.249 -0.194 0.0000
H -4.927895 3.317979 3.507033 0.015 -0.066 -0.151 0.0000
H -5.543262 1.996872 4.476899 -0.130 -0.075 -0.048 0.0000
H -6.299247 2.509500 1.550718 0.171 -0.014 -0.058 0.0000
H -6.714862 1.049946 2.436927 -0.175 0.195 0.281 0.0000
H -4.823309 0.923047 1.092755 0.052 -0.157 0.062 0.0000
C 5.381091 -3.311009 4.501091 0.284 0.111 -0.040 0.0000
C 3.902301 -3.052856 4.669346 0.226 0.271 0.552 0.0000
O 3.133138 -4.144146 4.175438 0.098 0.091 -0.216 0.0001
H 5.657546 -3.495482 3.464452 -0.101 -0.257 0.036 0.0000
H 5.704376 -4.128148 5.144214 -0.004 -0.165 -0.216 0.0000
H 5.967213 -2.436339 4.792744 -0.211 0.091 0.143 0.0000
H 3.641320 -2.103455 4.182546 -0.170 -0.134 -0.141 0.0000
H 3.711550 -2.933902 5.742130 -0.083 0.101 -0.033 0.0000
H 2.265761 -4.104636 4.584107 0.009 -0.050 0.022 0.0000
C 0.508696 -5.102658 1.560283 0.528 0.180 0.686 0.0000
C -0.479507 -5.353619 2.683509 -0.131 -0.954 -0.675 0.0000
O -0.891278 -4.120100 3.291949 -0.173 0.099 0.107 0.0007
H 0.081122 -4.405506 0.838965 0.051 -0.042 -0.095 0.0000
H 0.832558 -6.016822 1.063447 -0.320 -0.101 -0.044 0.0000
H 1.420619 -4.671157 1.984220 -0.033 0.161 -0.121 0.0000
H -0.133060 -6.048459 3.451273 0.417 0.239 0.024 0.0000
H -1.338347 -5.888153 2.266420 -0.337 0.510 0.112 0.0000
H -0.481004 -4.060151 4.157361 -0.081 -0.027 0.038 0.0001
C -1.097308 1.168624 -5.403311 0.353 0.251 0.722 0.0000
C -0.004364 0.316730 -4.773272 -0.717 -0.465 -0.733 0.0000
O 0.695490 -0.295349 -5.840430 0.419 0.275 -0.095 0.0000
H -1.672476 1.662527 -4.614400 -0.111 -0.074 0.008 0.0000
H -1.754803 0.520010 -5.976829 -0.004 0.185 -0.231 0.0000
H -0.654574 1.963749 -6.003137 -0.094 -0.159 -0.282 0.0000
H -0.503176 -0.485647 -4.235557 -0.004 0.021 0.649 0.0000
H 0.631150 0.896270 -4.099621 0.058 -0.035 -0.018 0.0000
H 1.258848 -1.001090 -5.489532 0.041 -0.001 0.022 0.0000
C -5.581509 2.145406 -2.097172 -0.181 -0.450 -0.047 0.0000
C -5.080050 0.759019 -1.707198 -0.373 0.784 -0.407 0.0000
O -5.652818 0.364871 -0.459834 0.211 -0.329 0.201 0.0000
H -5.395136 2.848525 -1.285317 0.044 0.091 -0.101 0.0000
H -6.657328 2.092163 -2.284884 0.002 0.150 0.041 0.0000
H -5.111361 2.484730 -3.019599 0.092 0.077 0.051 0.0000
H -4.011403 0.794706 -1.567072 0.390 -0.200 0.160 0.0000
H -5.307771 0.044164 -2.500220 0.028 -0.154 0.133 0.0000
H -6.600857 0.241220 -0.566216 -0.016 0.024 -0.040 0.0000
C -2.695517 1.669390 5.724515 0.473 0.277 -0.232 0.0004
C -2.850446 0.523877 4.734887 -0.622 0.502 0.658 0.0020
O -2.434433 0.904361 3.416237 0.209 -0.148 0.094 0.0149
H -1.637095 1.887015 5.894577 -0.035 -0.042 0.184 0.0001
H -3.181725 1.460395 6.675826 0.112 -0.187 0.033 0.0000
H -3.137344 2.590637 5.340831 -0.126 -0.132 -0.136 0.0001
H -3.912245 0.272471 4.707437 0.094 -0.338 -0.200 0.0001
H -2.296506 -0.357517 5.069605 0.026 -0.087 -0.133 0.0014
H -3.274508 1.076392 2.901168 0.392 0.014 -0.533 0.0011
C 4.789149 -5.181284 1.209597 0.650 0.393 0.209 0.0000
C 3.974965 -5.158817 -0.067107 -0.064 -0.394 0.335 0.0000
O 4.075563 -6.415816 -0.735488 -0.027 0.360 -0.164 0.0000
H 5.863867 -5.167019 1.000475 -0.033 -0.231 -0.176 0.0000
H 4.580275 -6.068518 1.804833 -0.134 -0.015 -0.052 0.0000
H 4.645215 -4.307538 1.847816 -0.415 0.000 -0.144 0.0000
H 4.264531 -4.336665 -0.724815 0.064 -0.011 -0.028 0.0000
H 2.920267 -5.023994 0.174011 -0.025 -0.032 -0.101 0.0000
H 4.913557 -6.414415 -1.207894 -0.007 -0.186 -0.020 0.0000
C 2.441500 -4.115013 -3.150668 0.286 -0.220 0.323 0.0000
C 2.303314 -2.616322 -3.299377 0.588 0.032 -0.775 0.0000
O 2.487161 -2.228751 -4.684658 0.044 -0.006 0.431 0.0000
H 1.914074 -4.645749 -3.943052 -0.016 0.169 -0.104 0.0000
H 2.018707 -4.474208 -2.208114 0.021 0.160 0.055 0.0000
H 3.488208 -4.423969 -3.163815 -0.024 -0.027 -0.128 0.0000
H 2.999129 -2.029165 -2.698480 0.028 -0.221 0.223 0.0000
H 1.307547 -2.329067 -3.029065 0.111 0.608 0.239 0.0000
H 3.347022 -1.803011 -4.751178 -0.002 -0.012 -0.154 0.0000
C -3.842564 -2.107589 1.917513 -0.204 0.230 0.199 0.0004
C -2.515254 -1.849943 1.231692 -0.464 -0.415 -0.170 0.0017
O -1.470433 -1.675692 2.220949 0.309 0.526 0.336 0.0270
H -4.005346 -1.365442 2.701186 0.064 -0.037 0.049 0.0000
H -3.889463 -3.103284 2.359661 0.063 0.012 0.024 0.0000
H -4.691181 -1.990508 1.242269 0.155 -0.117 -0.224 0.0000
H -2.580867 -0.994394 0.563490 0.296 0.215 0.274 0.0001
H -2.226049 -2.706103 0.619910 0.045 0.079 -0.085 0.0002
H -1.344066 -2.572435 2.596426 0.442 0.003 0.175 0.0026
C 2.388925 5.638477 -0.802857 -0.274 0.213 -0.115 0.0000
C 3.051341 6.975117 -1.095537 -0.208 0.197 0.280 0.0000
O 4.390662 7.014444 -0.622005 -0.018 0.029 -0.076 0.0000
H 1.313761 5.705307 -0.993925 0.054 -0.062 -0.289 0.0000
H 2.472034 5.379028 0.254025 0.308 0.036 -0.003 0.0000
H 2.827630 4.850666 -1.416316 -0.086 -0.115 0.067 0.0000
H 2.508229 7.771823 -0.583331 0.141 -0.024 0.179 0.0000
H 2.997667 7.249325 -2.152752 0.043 -0.269 -0.085 0.0000
H 4.951006 6.571219 -1.265514 0.039 0.011 0.023 0.0000
C 2.512890 1.827302 3.058028 0.153 0.515 0.002 0.0052
C 1.465823 2.782538 3.590271 0.537 -0.026 -0.351 0.0038
O 0.137642 2.278840 3.272652 0.488 -0.036 0.314 0.0275
H 2.671020 1.976015 1.990910 -0.358 -0.268 -0.080 0.0002
H 2.275711 0.780196 3.265725 0.162 -0.034 0.100 0.0042
H 3.478171 2.089062 3.494619 -0.068 -0.267 0.282 0.0002
H 1.629355 3.738295 3.088293 -0.343 0.059 0.039 0.0000
H 1.529067 2.956388 4.664524 0.009 -0.223 0.038 0.0004
H -0.460124 3.005100 3.484609 -0.529 -0.366 -0.195 0.0007
C -1.844672 -2.232528 -2.559386 0.128 -0.050 -0.044 0.0000
C -0.860230 -3.350313 -2.833637 -1.017 -0.862 0.374 0.0000
O -1.447129 -4.337577 -3.684767 0.275 -0.026 -0.238 0.0000
H -2.211489 -1.822847 -3.498242 -0.035 0.089 -0.029 0.0000
H -1.353981 -1.466920 -1.977698 -0.100 0.266 -0.073 0.0000
H -2.702606 -2.591295 -1.981717 0.005 -0.115 -0.072 0.0000
H -0.585254 -3.832793 -1.887543 0.194 0.137 0.011 0.0000
H 0.059931 -3.022646 -3.299356 -0.771 -0.126 -0.287 0.0000
H -2.030982 -4.895069 -3.164479 -0.023 0.047 0.014 0.0000
C 3.100601 2.072955 -3.630714 0.157 -0.298 0.208 0.0000
C 4.157677 1.889444 -2.566136 0.374 -0.540 0.291 0.0000
O 5.186280 1.049406 -3.117235 -0.081 0.100 -0.235 0.0000
H 2.818914 1.071996 -3.962860 0.020 0.116 -0.258 0.0000
H 3.500633 2.652119 -4.460646 -0.100 -0.067 -0.109 0.0000
H 2.188670 2.540444 -3.258608 0.125 0.184 0.131 0.0000
H 3.760950 1.347170 -1.701742 -0.291 0.333 0.056 0.0000
H 4.612862 2.826351 -2.226757 -0.194 0.104 -0.044 0.0000
H 5.785099 0.796642 -2.409859 0.042 0.059 -0.013 0.0000
C -2.076526 5.441777 -2.547413 -0.342 0.301 0.308 0.0000
C -2.652045 5.423081 -3.948679 0.009 -0.220 0.084 0.0000
O -2.136608 6.524173 -4.684364 0.136 -0.084 -0.049 0.0000
H -2.434640 4.597592 -1.953483 0.026 -0.091 -0.114 0.0000
H -2.377680 6.351574 -2.022988 0.040 0.026 -0.049 0.0000
H -0.988326 5.417605 -2.573372 0.004 -0.024 -0.110 0.0000
H -3.744474 5.456187 -3.953250 -0.018 -0.006 0.232 0.0000
H -2.373583 4.468335 -4.410379 0.073 0.179 -0.284 0.0000
H -2.861496 7.020181 -5.069203 0.009 -0.033 -0.051 0.0000



27
Properties=species:S:1:pos:R:3:forces:R:3:lowdin_charge:R:1 method="wB97M-V/def2-TZVPD" homo_ha=-0.443 charge=+1 mol_weight_g_mol=218.31
C 0.760059 -2.354224 -3.366308 -0.155 -0.396 -0.558 -0.1994
C 0.985857 0.004153 2.031660 0.273 0.319 -0.297 -0.0686
C 1.420031 0.571610 0.897903 -0.021 0.068 0.920 -0.0961
C 1.474496 2.144345 -1.802546 0.086 0.442 -0.118 -0.1008
C 0.976890 -1.303585 -2.467595 0.150 0.092 1.909 -0.4863
C 1.303983 0.721203 -1.632165 -0.201 -0.576 1.423 -0.2930
C 0.131215 -1.221138 2.125597 -0.098 0.018 -0.090 -0.1842
C 1.413354 2.735587 -2.992715 0.056 -0.045 0.193 0.0773
C -1.143666 -1.094721 1.264028 0.136 0.122 0.290 -0.1597
C -1.166158 -1.795867 -0.050176 -1.114 -0.364 0.015 -0.2857
C 1.242285 0.045041 -0.419551 0.067 -0.100 -1.126 -0.3727
N 0.524272 -3.245336 -4.047646 -0.078 -0.295 -0.167 0.2138
N 1.141891 -0.070688 -2.721804 -0.133 -0.245 -1.214 0.1484
N -1.936287 -1.325586 -1.012135 0.050 -0.008 0.046 0.1635
S 1.027706 -1.669653 -0.697507 0.986 0.765 -1.105 1.2235
H 1.222199 0.491433 2.965217 0.066 0.092 0.070 0.1189
H 1.963567 1.503543 0.953159 0.052 0.087 0.077 0.1205
H 1.652895 2.715940 -0.904309 0.015 0.137 0.028 0.1034
H 0.696121 -2.111805 1.838157 -0.018 -0.129 0.159 0.1042
H -0.160328 -1.353197 3.167185 0.008 -0.104 -0.112 0.1248
H 1.229988 2.172853 -3.892962 -0.007 -0.111 -0.110 0.0696
H 1.555166 3.797226 -3.092231 0.001 0.188 0.025 0.0721
H -1.968241 -1.552684 1.820893 -0.084 -0.003 -0.137 0.1458
H -1.385276 -0.037780 1.133056 -0.069 -0.043 -0.054 0.1370
H -1.057497 -2.876903 -0.020225 0.013 0.089 -0.116 0.1372
H -2.216359 -0.355322 -1.021148 0.018 0.003 0.003 0.1445
H -2.165973 -1.876929 -1.826810 0.001 -0.002 0.048 0.1422